176
Properties=species:S:1:pos:R:3 method="wB97M-V/def2-TZVPD" largest_force_ev_per_a=4.94 homo_lumo_gap_ha=0.25645 lumo_ev=-1.1731 e_tot_ev=-121058.7955
C -1.238 1.081 4.228
C -0.570 0.706 2.841
C -1.255 -0.275 1.856
N -2.559 -0.837 2.231
C -3.489 -0.284 1.557
S -4.560 0.341 0.483
C -0.536 -0.613 0.561
C -1.225 -1.639 -0.394
C -1.237 -1.525 -1.920
C -1.864 -2.510 -2.871
N -2.546 -3.632 -2.389
C -2.589 -3.750 -0.999
C -1.991 -2.895 0.085
C 0.824 -0.020 0.161
N 1.535 -0.295 -1.039
S 2.935 0.621 -0.814
N 2.749 1.410 0.661
C 1.492 0.967 1.156
C 0.754 1.309 2.466
B 1.493 2.387 3.461
N 2.733 1.919 4.169
O 0.918 3.677 3.599
H -0.741 0.462 5.063
H -1.132 2.192 4.458
H -2.349 0.810 4.242
H -0.688 -0.638 -2.379
H -1.806 -2.345 -3.991
H -3.181 -4.651 -0.614
H -2.111 -3.118 1.196
H 2.487 1.029 4.647
H 3.374 1.613 3.409
H 1.311 4.164 4.370
C 2.972 4.280 6.984
O 2.224 4.826 5.903
H 2.504 3.348 7.300
H 3.993 4.080 6.660
H 2.977 4.984 7.819
H 2.657 5.649 5.641
C 0.337 7.247 2.906
O 1.712 6.912 3.048
H 0.049 7.912 3.719
H 0.179 7.753 1.951
H -0.269 6.338 2.951
H 1.938 6.322 2.317
C 6.493 4.783 8.911
O 5.750 5.330 7.831
H 6.024 3.851 9.225
H 7.517 4.580 8.587
H 6.497 5.486 9.748
H 6.186 6.153 7.573
C -8.338 0.180 -1.039
O -7.469 1.226 -1.466
H -8.662 0.383 -0.017
H -9.212 0.141 -1.693
H -7.808 -0.772 -1.067
H -7.201 1.019 -2.371
C 0.026 -6.447 0.546
O -0.220 -6.406 -0.854
H 0.558 -7.368 0.783
H 0.640 -5.590 0.837
H -0.919 -6.428 1.088
H -0.691 -5.583 -1.035
C 0.953 -1.215 7.139
O 0.751 -1.167 5.736
H 1.546 -0.351 7.439
H -0.011 -1.187 7.654
H 1.490 -2.131 7.404
H 0.225 -1.942 5.497
C 4.257 -1.381 -3.790
O 3.200 -0.707 -4.464
H 5.064 -1.564 -4.497
H 4.629 -0.762 -2.969
H 3.892 -2.336 -3.402
H 2.496 -0.557 -3.816
C 0.644 -3.442 -5.955
O 0.901 -2.612 -4.827
H -0.347 -3.884 -5.852
H 0.679 -2.841 -6.866
H 1.393 -4.237 -6.002
H 1.785 -2.237 -4.950
C 2.344 -3.682 4.057
O 1.082 -3.715 4.712
H 2.369 -2.822 3.388
H 3.142 -3.587 4.797
H 2.481 -4.597 3.475
H 1.084 -4.483 5.296
C -2.168 4.948 5.770
O -1.920 4.012 4.729
H -3.239 4.980 5.965
H -1.644 4.638 6.678
H -1.827 5.940 5.463
H -0.965 4.002 4.574
C 0.691 -0.638 -9.225
O -0.318 -1.227 -8.417
H 1.551 -1.307 -9.256
H 0.312 -0.489 -10.240
H 0.994 0.321 -8.798
H -1.066 -0.618 -8.405
C -7.293 -2.859 -3.969
O -7.040 -2.056 -2.823
H -8.297 -3.272 -3.897
H -7.218 -2.244 -4.870
H -6.568 -3.675 -4.012
H -6.145 -1.705 -2.916
C 9.242 7.190 7.831
O 8.494 7.736 6.750
H 8.775 6.258 8.145
H 10.264 6.989 7.507
H 9.246 7.894 8.668
H 8.926 8.559 6.489
C -9.952 3.537 0.014
O -8.589 3.186 0.182
H -10.244 4.212 0.819
H -10.089 4.042 -0.946
H -10.575 2.638 0.054
H -8.355 2.587 -0.544
C 11.173 4.131 5.300
O 10.484 4.996 6.192
H 11.875 3.524 5.872
H 10.458 3.475 4.795
H 11.723 4.720 4.563
H 9.869 5.522 5.664
C -10.645 -4.594 -5.492
O -9.280 -4.945 -5.316
H -10.941 -3.921 -4.687
H -10.777 -4.088 -6.452
H -11.266 -5.493 -5.458
H -9.043 -5.539 -6.039
C -1.791 1.492 -4.903
O -1.601 0.211 -5.489
H -2.812 1.820 -5.101
H -1.635 1.432 -3.823
H -1.091 2.208 -5.341
H -0.692 -0.058 -5.301
C 5.177 7.890 1.977
O 3.890 8.242 1.494
H 5.928 8.262 1.279
H 5.341 8.345 2.958
H 5.261 6.803 2.052
H 3.244 7.902 2.129
C 5.339 -4.773 -5.217
O 5.657 -3.514 -5.797
H 6.199 -5.126 -4.648
H 4.482 -4.663 -4.546
H 5.107 -5.492 -6.006
H 4.880 -3.227 -6.293
C 4.939 -7.812 -8.723
O 4.281 -6.944 -7.811
H 5.648 -8.429 -8.171
H 4.206 -8.457 -9.215
H 5.477 -7.224 -9.470
H 3.660 -6.410 -8.323
C 0.698 -6.757 -8.120
O 0.993 -5.504 -8.726
H 1.557 -7.071 -7.526
H -0.173 -6.657 -7.469
H 0.502 -7.505 -8.893
H 0.220 -5.250 -9.244
C -5.503 4.728 3.308
O -5.097 4.285 4.595
H -6.358 5.394 3.419
H -4.683 5.269 2.828
H -5.791 3.870 2.695
H -4.340 3.698 4.469
C -1.986 -5.925 3.830
O -0.947 -6.729 3.290
H -2.146 -5.071 3.172
H -2.909 -6.507 3.896
H -1.700 -5.567 4.822
H -0.824 -7.477 3.888
C -5.303 -1.435 -7.496
O -5.051 -0.634 -6.350
H -6.309 -1.848 -7.423
H -5.227 -0.821 -8.397
H -4.578 -2.252 -7.538
H -4.156 -0.283 -6.440

12
Properties=species:S:1:pos:R:3 method="wB97M-V/def2-TZVPD" largest_force_ev_per_a=4.52 homo_lumo_gap_ha=0.35422 lumo_ev=0.6897 smiles="[H]/N=C/O.NC=O" relative_energy_kj_mol=201.7 e_tot_ev=-9245.2273
H -0.729 1.545 2.023
N -0.935 1.350 1.040
C -1.094 0.061 0.865
O -1.769 -0.342 -0.209
H -0.757 -0.756 1.510
H -2.104 0.464 -0.640
N 1.057 -0.852 -1.305
C 1.417 0.081 -0.386
O 2.555 0.196 0.045
H 0.083 -1.011 -1.518
H 1.736 -1.541 -1.603
H 0.540 0.805 0.178

17
Properties=species:S:1:pos:R:3 method="wB97M-V/def2-TZVPD" largest_force_ev_per_a=2.12 homo_lumo_gap_ha=0.35375 lumo_ev=1.0365 smiles=C[C@H](N)[C@@H](C)O relative_energy_kj_mol=130.3 e_tot_ev=-7863.2031
C -0.513 1.462 0.828
C 0.505 0.654 -0.037
N 0.952 1.242 -1.249
C 0.051 -0.825 -0.221
C 0.498 -1.671 0.970
O -1.382 -0.872 -0.448
H -1.112 0.731 1.365
H -0.062 2.048 1.628
H -1.016 2.082 0.088
H 1.393 0.518 0.605
H 0.556 0.958 -2.113
H 1.580 2.002 -1.269
H 0.336 -1.232 -1.188
H 0.022 -2.648 0.859
H 1.583 -1.736 0.925
H 0.207 -1.252 1.931
H -1.909 -1.084 0.320

57
Properties=species:S:1:pos:R:3 method="wB97M-V/def2-TZVPD" largest_force_ev_per_a=3.49 homo_lumo_gap_ha=0.22665 lumo_ev=-4.1130 charge=+1 relative_energy_kj_mol=72.8 e_tot_ev=-30279.9849
C -3.142 1.387 2.902
N -3.542 0.037 2.552
C -4.748 -0.493 2.982
C -4.773 -1.789 2.606
N -3.580 -2.047 1.945
C -3.238 -3.368 1.458
C -2.844 -0.907 1.859
C -1.536 -0.784 1.196
C -1.050 0.521 0.809
C 0.290 0.693 0.496
C 0.847 2.067 0.582
C 2.100 2.313 1.180
C 2.549 3.621 1.378
C 1.751 4.706 0.992
C 0.507 4.474 0.394
C 0.055 3.164 0.191
O -0.849 -1.815 0.943
H -2.063 1.520 2.790
H -3.673 2.122 2.279
H -3.412 1.575 3.949
H -5.475 0.085 3.527
H -5.522 -2.548 2.761
H -2.180 -3.383 1.185
H -3.439 -4.099 2.250
H -3.859 -3.622 0.588
H -1.785 1.323 0.722
H 0.995 -0.094 0.769
H 2.694 1.466 1.536
H 3.518 3.796 1.849
H 2.091 5.729 1.160
H -0.132 5.304 0.090
H -0.930 2.994 -0.254
C 3.405 -0.856 -0.190
N 2.892 -1.953 -0.980
C 3.593 -3.197 -0.766
C 2.675 -1.599 -2.370
C 1.264 -1.084 -2.611
C 1.152 -0.218 -3.852
C -0.117 0.606 -3.606
C -0.444 0.459 -2.112
N 0.668 -0.285 -1.490
H 2.754 0.011 -0.335
H 3.415 -1.146 0.869
H 4.430 -0.562 -0.484
H 3.115 -3.979 -1.368
H 4.663 -3.151 -1.042
H 3.527 -3.466 0.295
H 3.409 -0.838 -2.702
H 2.784 -2.505 -2.987
H 0.630 -1.988 -2.733
H 2.032 0.435 -3.938
H 1.099 -0.837 -4.753
H 0.020 1.658 -3.876
H -0.954 0.203 -4.186
H -0.561 1.433 -1.639
H -1.385 -0.095 -1.973
H 0.308 -0.995 -0.837